Molecular formula: C45H95BN2O19S8
Method: DFT, ωB97M-V/def2-TZVPD

Each atom is followed by the atoms it is bonded to, with distances in Å.
Element x y z (Å)
1 C 10.497 1.855 0.700  C2 1.627, H34 1.159, H35 1.154, H36 1.152
2 C 10.846 2.763 2.004  C1 1.627, C3 1.614, H37 1.153, H38 1.145
3 C 9.474 3.371 2.596  C2 1.614, C4 1.612, H39 1.156, H40 1.151
4 C 9.277 4.942 2.291  C3 1.612, C5 1.609, H41 1.162, H42 1.156
5 C 9.360 5.327 0.731  C4 1.609, C6 1.611, H43 1.159, H44 1.162
6 C 8.965 6.851 0.391  C5 1.611, C7 1.615, H45 1.152, H46 1.159
7 C 7.515 7.304 0.940  C6 1.615, C8 1.638, H47 1.161, H48 1.149
8 C 6.295 6.751 -0.002  C7 1.638, C9 1.623, H49 1.160, H50 1.145
9 C 5.608 7.977 -0.815  C8 1.623, C10 1.635, H51 1.162, H52 1.157
10 C 4.018 8.144 -0.470  C9 1.635, C11 1.627, H53 1.151, H54 1.151
11 C 3.833 8.341 1.134  C10 1.627, C12 1.623, H55 1.163, H56 1.154
12 C 2.375 8.936 1.529  C11 1.623, C13 1.631, H57 1.160, H58 1.160
13 C 1.227 7.809 1.260  C12 1.631, C14 1.614, H59 1.158, H60 1.160
14 C -0.122 8.119 2.091  C13 1.614, C15 1.635, H61 1.152, H62 1.146
15 C -0.218 7.286 3.496  C14 1.635, C16 1.637, H63 1.149, H64 1.163
16 C -1.551 6.337 3.525  C15 1.637, C17 1.613, H65 1.160, H66 1.152
17 C -1.373 5.284 2.317  C16 1.613, C18 1.606, H67 1.148, H68 1.150
18 C -1.767 3.769 2.675  C17 1.606, C19 1.623, H69 1.157, H70 1.163
19 C -1.658 2.846 1.345  C18 1.623, C20 1.639, H71 1.163, H72 1.143
20 C -0.101 2.436 1.036  C19 1.639, C21 1.600, H73 1.143, H74 1.163
21 C 0.334 2.658 -0.488  C20 1.600, C22 1.558, C33 1.594
22 C 1.234 1.616 -1.218  C21 1.558, B23 1.618, C26 1.606
23 B 1.855 0.269 -0.572  C22 1.618, C24 1.654, O25 1.446
24 C 2.484 -0.862 -1.601  B23 1.654, H75 1.144, H76 1.162, H77 1.153
25 O 1.953 -0.033 0.839  B23 1.446, H78 0.982
26 C 1.591 1.889 -2.760  C22 1.606, C27 1.571, H79 1.147
27 C 1.068 3.164 -3.514  C26 1.571, S28 1.872, C29 1.599
28 S 1.505 3.370 -5.323  C27 1.872, H80 1.389
29 C 0.183 4.304 -2.826  C27 1.599, N30 1.440, C33 1.614
30 N -0.327 5.533 -3.375  C29 1.440, S31 1.719
31 S -1.150 6.258 -2.051  N30 1.719, N32 1.701
32 N -0.936 5.080 -0.843  S31 1.701, C33 1.446
33 C -0.143 3.954 -1.284  C21 1.594, C29 1.614, N32 1.446
34 H 10.619 2.522 -0.240  C1 1.159
35 H 11.221 0.957 0.648  C1 1.154
36 H 9.415 1.463 0.751  C1 1.152
37 H 11.550 3.645 1.765  C2 1.153
38 H 11.356 2.066 2.757  C2 1.145
39 H 8.534 2.826 2.204  C3 1.156
40 H 9.482 3.230 3.738  C3 1.151
41 H 10.105 5.558 2.826  C4 1.162
42 H 8.280 5.247 2.791  C4 1.156
43 H 8.768 4.607 0.041  C5 1.159
44 H 10.471 5.200 0.415  C5 1.162
45 H 9.744 7.597 0.795  C6 1.152
46 H 8.937 6.932 -0.765  C6 1.159
47 H 7.520 8.465 0.936  C7 1.161
48 H 7.304 6.990 2.025  C7 1.149
49 H 5.552 6.249 0.734  C8 1.160
50 H 6.635 5.923 -0.716  C8 1.145
51 H 5.780 7.835 -1.955  C9 1.162
52 H 6.079 9.004 -0.563  C9 1.157
53 H 3.411 7.235 -0.831  C10 1.151
54 H 3.657 9.067 -1.054  C10 1.151
55 H 3.887 7.303 1.656  C11 1.163
56 H 4.697 8.983 1.548  C11 1.154
57 H 2.185 9.845 0.833  C12 1.160
58 H 2.335 9.340 2.615  C12 1.160
59 H 1.626 6.740 1.458  C13 1.158
60 H 1.015 7.864 0.121  C13 1.160
61 H -1.034 7.906 1.420  C14 1.152
62 H -0.117 9.228 2.383  C14 1.146
63 H -0.166 7.969 4.418  C15 1.149
64 H 0.672 6.539 3.455  C15 1.163
65 H -2.430 7.038 3.239  C16 1.160
66 H -1.710 5.855 4.559  C16 1.152
67 H -0.278 5.286 1.975  C17 1.148
68 H -2.075 5.618 1.468  C17 1.150
69 H -1.146 3.310 3.537  C18 1.157
70 H -2.878 3.692 3.009  C18 1.163
71 H -2.213 1.859 1.612  C19 1.163
72 H -2.202 3.272 0.435  C19 1.143
73 H 0.015 1.365 1.418  C20 1.143
74 H 0.547 3.169 1.665  C20 1.163
75 H 1.726 -1.235 -2.373  C24 1.144
76 H 3.324 -0.299 -2.174  C24 1.162
77 H 3.022 -1.704 -1.026  C24 1.153
78 H 2.878 -0.185 1.131  O25 0.982
79 H 2.239 1.187 -3.394  C26 1.147
80 H 2.050 4.636 -5.501  S28 1.389
81 O 0.221 -5.931 2.985  S82 1.441
82 S 0.034 -4.753 3.794  O81 1.441, O83 1.439, O84 1.620, C87 1.771
83 O -1.271 -4.210 4.058  S82 1.439
84 O 0.986 -3.572 3.226  S82 1.620, C85 1.426
85 C 0.888 -3.219 1.848  O84 1.426, C86 1.516, H88 1.094, H89 1.093
86 C -0.333 -2.361 1.578  C85 1.516, H90 1.093, H91 1.092, H92 1.093
87 C 0.869 -4.984 5.338  S82 1.771, H93 1.090, H94 1.091, H95 1.089
88 H 0.891 -4.113 1.217  C85 1.094
89 H 1.787 -2.648 1.602  C85 1.093
90 H -1.254 -2.932 1.723  C86 1.093
91 H -0.325 -1.989 0.551  C86 1.092
92 H -0.370 -1.512 2.265  C86 1.093
93 H 1.878 -5.347 5.144  C87 1.090
94 H 0.310 -5.724 5.913  C87 1.091
95 H 0.891 -4.036 5.873  C87 1.089
96 O -1.797 0.231 -5.802  S97 1.441
97 S -2.945 0.989 -5.375  O96 1.441, O98 1.440, O99 1.619, C102 1.771
98 O -4.163 0.351 -4.947  S97 1.440
99 O -3.302 2.088 -6.509  S97 1.619, C100 1.426
100 C -3.504 1.643 -7.849  O99 1.426, C101 1.517, H103 1.094, H104 1.093
101 C -4.873 1.015 -8.028  C100 1.517, H105 1.093, H106 1.092, H107 1.093
102 C -2.434 2.129 -4.119  S97 1.771, H108 1.088, H109 1.091, H110 1.089
103 H -2.710 0.954 -8.152  C100 1.094
104 H -3.428 2.525 -8.490  C100 1.093
105 H -4.950 0.077 -7.473  C101 1.093
106 H -5.065 0.800 -9.082  C101 1.092
107 H -5.656 1.678 -7.650  C101 1.093
108 H -1.542 2.653 -4.454  C102 1.088
109 H -2.212 1.558 -3.216  C102 1.091
110 H -3.247 2.828 -3.926  C102 1.089
111 O -7.424 -1.553 -9.276  S112 1.442
112 S -8.804 -1.529 -8.858  O111 1.442, O113 1.439, O114 1.619, C117 1.771
113 O -9.493 -0.298 -8.577  S112 1.439
114 O -8.988 -2.530 -7.599  S112 1.619, C115 1.427
115 C -8.146 -2.354 -6.461  O114 1.427, C116 1.517, H118 1.094, H119 1.093
116 C -8.605 -1.192 -5.601  C115 1.517, H120 1.093, H121 1.092, H122 1.093
117 C -9.765 -2.458 -10.020  S112 1.771, H123 1.090, H124 1.091, H125 1.089
118 H -7.103 -2.233 -6.765  C115 1.094
119 H -8.207 -3.276 -5.877  C115 1.093
120 H -8.468 -0.241 -6.121  C116 1.093
121 H -8.036 -1.152 -4.670  C116 1.092
122 H -9.669 -1.280 -5.366  C116 1.093
123 H -9.275 -3.414 -10.199  C117 1.090
124 H -9.816 -1.884 -10.946  C117 1.091
125 H -10.766 -2.601 -9.615  C117 1.089
126 O 2.898 1.039 6.016  S127 1.441
127 S 1.678 0.837 5.276  O126 1.441, O128 1.440, O129 1.619, C132 1.771
128 O 0.872 1.940 4.823  S127 1.440
129 O 0.736 -0.199 6.088  S127 1.619, C130 1.426
130 C 0.420 0.090 7.449  O129 1.426, C131 1.517, H133 1.094, H134 1.093
131 C -0.657 1.153 7.558  C130 1.517, H135 1.093, H136 1.092, H137 1.093
132 C 2.019 -0.215 3.893  S127 1.771, H138 1.090, H139 1.090, H140 1.089
133 H 1.318 0.379 8.002  C130 1.094
134 H 0.053 -0.838 7.893  C130 1.093
135 H -0.291 2.121 7.209  C131 1.093
136 H -0.982 1.268 8.594  C131 1.092
137 H -1.521 0.894 6.940  C131 1.093
138 H 2.585 -1.080 4.237  C132 1.090
139 H 2.607 0.356 3.175  C132 1.090
140 H 1.077 -0.520 3.441  C132 1.089
141 O -2.297 -11.373 1.087  S142 1.442
142 S -1.431 -10.974 2.168  O141 1.442, O143 1.439, O144 1.618, C147 1.771
143 O -1.817 -9.964 3.118  S142 1.439
144 O 0.022 -10.597 1.566  S142 1.618, C145 1.427
145 C 0.097 -9.629 0.519  O144 1.427, C146 1.517, H148 1.094, H149 1.093
146 C -0.045 -8.217 1.053  C145 1.517, H150 1.092, H151 1.092, H152 1.092
147 C -0.930 -12.420 3.060  S142 1.771, H153 1.090, H154 1.091, H155 1.089
148 H -0.648 -9.837 -0.254  C145 1.094
149 H 1.081 -9.739 0.057  C145 1.093
150 H -1.052 -8.042 1.439  C146 1.092
151 H 0.146 -7.484 0.266  C146 1.092
152 H 0.650 -8.042 1.878  C146 1.092
153 H -0.588 -13.172 2.349  C147 1.090
154 H -1.796 -12.791 3.610  C147 1.091
155 H -0.137 -12.149 3.755  C147 1.089
156 O -6.003 -13.508 -1.042  S157 1.441
157 S -6.438 -12.869 0.175  O156 1.441, O158 1.440, O159 1.620, C162 1.771
158 O -7.424 -13.466 1.037  S157 1.440
159 O -6.892 -11.351 -0.164  S157 1.620, C160 1.425
160 C -7.867 -11.143 -1.182  O159 1.425, C161 1.517, H163 1.094, H164 1.093
161 C -9.267 -11.449 -0.685  C160 1.517, H165 1.093, H166 1.092, H167 1.093
162 C -5.014 -12.461 1.145  S157 1.771, H168 1.088, H169 1.091, H170 1.089
163 H -7.627 -11.730 -2.074  C160 1.094
164 H -7.810 -10.089 -1.465  C160 1.093
165 H -9.388 -12.516 -0.483  C161 1.093
166 H -10.013 -11.160 -1.429  C161 1.092
167 H -9.471 -10.919 0.249  C161 1.093
168 H -4.285 -11.963 0.510  C162 1.088
169 H -4.597 -13.391 1.535  C162 1.091
170 H -5.320 -11.817 1.968  C162 1.089

E: -177435.4761 eV
total charge: 0
2S+1: 1
SMILES: CCCCCCCCCCCCCCCCCCCCc1c(B(C)O)cc(S)c2nsnc12.CCOS(C)(=O)=O.CCOS(C)(=O)=O.CCOS(C)(=O)=O.CCOS(C)(=O)=O.CCOS(C)(=O)=O.CCOS(C)(=O)=O
HOMO-LUMO gap: 6.79 eV